{"formula": "C13H7Cl2N4O7S", "method": "ωB97M-V with the def2-TZVPD basis set", "e_above_lowest_kj_mol": 0.9, "homo_ev": -2.7, "total_charge": -1, "lumo_ev": -0.62, "spin_multiplicity": 1, "symbols": ["Cl", "Cl", "S", "O", "O", "O", "O", "O", "O", "O", "N", "N", "N", "N", "C", "C", "C", "C", "C", "C", "C", "C", "C", "C", "C", "C", "C", "H", "H", "H", "H", "H", "H", "H"], "xyz": [[-0.006, 0.550, 1.818], [-8.585, 0.613, 1.115], [-2.353, 0.603, 0.069], [4.700, 2.780, -0.779], [5.924, -2.066, -3.323], [-2.071, -0.713, -0.457], [6.269, 0.082, -3.566], [3.794, -3.803, 0.746], [2.170, -2.560, 1.539], [-2.134, 1.769, -0.758], [5.784, -0.881, -2.945], [3.200, -2.710, 0.848], [5.193, 1.866, -1.672], [3.957, 2.177, 0.290], [3.481, -0.272, 0.651], [-6.201, -0.619, 0.794], [-6.890, 0.600, 0.843], [4.031, 0.844, -0.009], [-6.209, 1.811, 0.661], [4.786, 0.661, -1.201], [-1.623, 0.802, 1.619], [5.020, -0.676, -1.730], [-4.827, 1.798, 0.426], [3.737, -1.558, 0.140], [-4.149, 0.584, 0.383], [4.499, -1.766, -1.036], [-4.818, -0.626, 0.559], [2.909, -0.109, 1.562], [4.664, -2.775, -1.408], [-6.749, 2.752, 0.691], [-4.277, -1.568, 0.505], [-6.740, -1.553, 0.928], [-4.289, 2.730, 0.265], [-2.196, 1.234, 2.433]], "forces_ev_per_a": [[2.68, -0.49, 0.16], [-0.63, -0.01, 0.11], [0.41, 0.37, 3.03], [-0.96, -2.45, 1.17], [-0.32, 1.94, 0.79], [0.36, -0.37, -1.05], [-1.17, -1.46, 1.63], [-0.61, 2.00, -0.25], [2.35, 0.11, -1.55], [-0.16, 0.10, -1.24], [1.31, -0.94, -2.20], [-1.64, -2.02, 1.74], [-0.99, -0.81, 1.47], [1.33, -1.35, -2.22], [-0.21, -1.83, 0.42], [0.27, 0.34, -0.13], [1.48, 0.09, -0.24], [0.39, 2.12, -0.52], [0.14, -0.39, -0.02], [0.85, 1.12, -1.21], [-3.95, 0.03, -0.81], [-0.82, 0.03, 1.35], [-0.57, -0.21, 0.14], [-0.29, 2.63, 0.60], [0.59, 0.18, 0.27], [0.73, 0.94, -1.06], [-0.58, 0.26, 0.09], [-0.09, -0.31, -0.23], [-0.01, 0.27, 0.09], [0.00, -0.16, 0.02], [0.01, 0.29, 0.02], [0.05, 0.16, -0.01], [-0.03, -0.25, 0.01], [0.08, 0.06, -0.38]]}

=====

{"formula": "C13H7N3O10Pt", "method": "ωB97M-V with the def2-TZVPD basis set", "e_above_lowest_kj_mol": 64.7, "homo_ev": -9.3, "total_charge": 0, "lumo_ev": -4.13, "spin_multiplicity": 1, "symbols": ["Pt", "O", "O", "O", "O", "O", "O", "O", "O", "O", "O", "N", "N", "N", "C", "C", "C", "C", "C", "C", "C", "C", "C", "C", "C", "C", "C", "H", "H", "H", "H", "H", "H", "H"], "xyz": [[1.276, -0.425, 0.090], [-1.182, -1.208, -5.092], [3.505, -1.292, -4.137], [0.418, -2.206, -0.340], [1.495, -1.780, -6.249], [-0.758, -0.099, -2.390], [-0.836, -3.766, 0.671], [2.137, -0.345, -1.758], [2.006, 1.231, 1.022], [-1.004, 1.433, 0.834], [1.503, 2.413, 2.863], [0.531, -0.761, 1.811], [-2.102, 2.446, -0.864], [-1.515, 3.626, 1.051], [2.329, -1.131, -4.051], [-0.222, -2.729, 0.687], [0.676, 0.196, 2.718], [1.583, -0.653, -2.792], [0.089, 0.013, 3.954], [-0.136, -1.105, -4.542], [1.272, -1.414, -5.140], [-0.636, -1.156, 4.170], [-0.175, -1.876, 1.952], [-0.787, -2.111, 3.166], [0.074, -0.584, -3.090], [-1.507, 2.442, 0.362], [1.448, 1.406, 2.196], [-1.364, -3.015, 3.301], [0.191, 0.782, 4.706], [-0.859, 3.660, 1.815], [-2.120, 1.576, -1.365], [-1.699, 4.491, 0.575], [-2.525, 3.260, -1.265], [-1.105, -1.319, 5.131]], "forces_ev_per_a": [[0.32, -0.08, 0.11], [-0.04, -0.05, -0.07], [-0.01, 0.03, -0.05], [-0.05, 0.07, 0.01], [0.01, 0.01, 0.02], [0.03, 0.01, -0.02], [0.06, -0.01, 0.05], [0.14, -0.19, -0.16], [-0.34, 0.00, 0.10], [-0.21, -0.09, 0.03], [0.03, -0.03, 0.03], [0.11, 0.17, -0.14], [0.03, -0.01, 0.03], [0.00, -0.02, 0.05], [0.02, 0.08, 0.28], [-0.15, 0.05, -0.12], [-0.06, -0.04, 0.08], [-0.17, 0.07, -0.19], [-0.02, 0.00, -0.02], [0.28, 0.10, 0.20], [-0.26, -0.05, -0.07], [0.02, 0.02, -0.02], [0.00, -0.05, 0.11], [0.02, 0.00, -0.06], [0.08, -0.12, -0.07], [0.11, 0.06, -0.03], [0.07, 0.04, -0.11], [0.00, 0.00, 0.02], [0.00, -0.01, 0.01], [0.00, 0.02, -0.01], [-0.01, 0.01, 0.01], [0.05, 0.01, -0.02], [-0.04, 0.00, 0.02], [-0.01, 0.00, 0.00]]}

=====

{"formula": "C13H8Cl45OP", "method": "ωB97M-V with the def2-TZVPD basis set", "e_above_lowest_kj_mol": 0.0, "homo_ev": -10.0, "total_charge": 0, "lumo_ev": 0.06, "spin_multiplicity": 1, "symbols": ["Cl", "Cl", "Cl", "Cl", "Cl", "Cl", "Cl", "Cl", "Cl", "Cl", "Cl", "Cl", "Cl", "Cl", "Cl", "Cl", "Cl", "Cl", "Cl", "Cl", "Cl", "Cl", "Cl", "Cl", "Cl", "Cl", "Cl", "Cl", "Cl", "Cl", "Cl", "Cl", "Cl", "Cl", "Cl", "Cl", "Cl", "Cl", "Cl", "Cl", "Cl", "Cl", "Cl", "Cl", "Cl", "P", "O", "C", "C", "C", "C", "C", "C", "C", "C", "C", "C", "C", "C", "C", "H", "H", "H", "H", "H", "H", "H", "H"], "xyz": [[-6.565, -0.271, 1.706], [-1.560, 5.154, 0.829], [2.132, -0.948, 8.783], [-0.765, -0.493, 7.301], [2.250, -3.824, 8.790], [1.575, -7.442, 9.334], [0.282, -8.562, 11.649], [-9.605, 2.864, -1.064], [-11.461, 0.667, -0.914], [3.726, 2.971, -0.395], [3.188, 7.337, -4.515], [7.572, -2.652, -6.932], [1.595, -0.847, 3.827], [6.364, -0.163, -6.135], [0.610, 3.598, -0.220], [1.841, 5.242, -3.038], [-3.879, 0.604, 2.242], [-5.714, 0.161, -4.869], [2.541, -1.930, -4.632], [-1.614, 4.338, -1.922], [-3.182, -0.465, -6.095], [1.033, -3.601, -6.434], [3.105, -7.999, 11.706], [3.215, -4.717, -4.922], [8.944, -0.168, -7.411], [-3.273, 1.125, -3.695], [-0.790, 0.556, 3.039], [-8.645, 0.156, -1.215], [6.583, -0.829, -8.924], [1.206, -5.837, 11.693], [0.440, -2.463, 7.016], [-3.886, -1.678, -3.594], [3.280, -2.346, 6.545], [-1.721, 1.834, 5.902], [-4.556, -2.181, 2.511], [-4.455, -0.988, -0.098], [-1.970, 2.379, 0.158], [3.748, -2.859, -7.057], [4.416, 6.127, -2.201], [4.135, 4.616, -4.643], [0.328, -1.461, 1.313], [-3.449, 0.450, 7.745], [-9.667, 1.187, 1.273], [1.689, 1.049, 1.659], [-2.748, -0.760, 5.230], [2.995, 1.592, -2.017], [2.390, 0.638, -3.256], [3.402, 5.847, -3.602], [2.023, -2.396, 7.786], [7.368, -0.953, -7.348], [-9.843, 1.218, -0.484], [-2.172, 0.253, 6.547], [-4.021, -0.210, -4.565], [1.542, -7.462, 11.096], [-4.865, -0.702, 1.594], [0.709, -0.177, 2.464], [1.340, 1.201, -4.045], [-1.132, 3.864, -0.286], [0.095, 1.462, -3.207], [2.633, -3.276, -5.757], [0.330, 1.480, -2.145], [1.116, 0.478, -4.826], [2.353, 0.900, -1.030], [1.686, 2.100, -4.556], [-0.683, 0.742, -3.383], [4.297, 1.289, -2.293], [-0.328, 2.439, -3.450], [2.473, 2.746, -2.561]], "forces_ev_per_a": [[-0.10, 0.02, 0.08], [-0.08, 0.09, 0.14], [0.03, 0.09, 0.09], [-2.83, 3.11, -0.26], [0.06, -0.11, 0.17], [0.00, 0.00, -0.12], [-0.08, -0.07, 0.03], [0.01, 0.10, -0.04], [-0.10, -0.03, -0.03], [0.16, -0.12, 0.14], [-0.04, 0.03, -0.02], [0.01, -0.11, 0.04], [0.06, -0.08, 0.14], [-0.08, 0.04, 0.11], [-0.02, 0.20, -0.06], [-0.28, 0.14, -0.09], [-0.23, 0.09, -0.10], [-0.11, -0.03, 0.00], [0.02, 0.06, 0.14], [-0.04, 0.09, -0.08], [0.05, 0.03, -0.11], [-0.07, 0.00, -0.02], [0.10, -0.04, 0.04], [0.04, -0.08, 0.05], [0.09, 0.05, -0.02], [-0.11, 0.16, 0.08], [0.49, -0.05, -0.19], [0.08, -0.08, -0.08], [-0.05, 0.01, -0.10], [-0.02, 0.11, 0.04], [2.72, -3.44, -0.08], [-0.06, -0.12, 0.09], [0.09, 0.04, -0.07], [-0.08, 0.31, 0.03], [0.01, -0.06, 0.09], [0.10, 0.07, -0.15], [-0.05, -0.04, -0.05], [0.08, -0.01, -0.15], [0.22, 0.12, 0.04], [0.08, -0.04, -0.06], [-0.05, -0.10, -0.08], [-0.25, 0.02, 0.10], [-0.01, 0.00, 0.11], [0.16, -0.03, 0.09], [-0.15, -0.30, 0.21], [-0.50, 0.07, -0.83], [0.32, 0.02, -0.13], [-0.03, -0.16, 0.08], [0.25, -0.52, -0.17], [-0.01, 0.00, 0.00], [-0.01, 0.01, 0.01], [-0.06, 0.73, 0.39], [0.06, -0.03, -0.01], [0.00, 0.00, 0.01], [-0.03, -0.09, -0.01], [-0.09, 0.17, -0.12], [-0.14, -0.37, 0.13], [0.06, -0.05, -0.02], [0.03, 0.67, -0.22], [-0.01, 0.00, -0.03], [-0.11, -0.07, 0.05], [0.09, -0.08, -0.06], [-0.12, -0.19, 0.54], [0.15, 0.20, 0.13], [-0.10, -0.45, 0.07], [0.55, -0.18, 0.08], [0.01, -0.06, 0.01], [-0.08, 0.31, 0.02]]}

=====

{"formula": "C13H8ClFN2O6SbSe4Tc", "method": "ωB97M-V with the def2-TZVPD basis set", "e_above_lowest_kj_mol": 27.8, "homo_ev": [-15.2, -15.2], "total_charge": 2, "lumo_ev": [-8.67, -8.68], "spin_multiplicity": 1, "symbols": ["Sb", "Tc", "Se", "Se", "Se", "Se", "Cl", "F", "O", "O", "O", "O", "O", "O", "N", "N", "C", "C", "C", "C", "C", "C", "C", "C", "C", "C", "C", "C", "C", "H", "H", "H", "H", "H", "H", "H", "H"], "xyz": [[-4.430, -5.427, -1.159], [-1.868, -2.948, -2.100], [-3.150, -7.181, -1.897], [-3.742, -3.292, -3.202], [-6.216, -4.370, -0.165], [-2.198, -3.510, -0.004], [-4.290, 2.761, 3.847], [2.362, 3.042, -1.183], [-0.232, -2.383, -2.669], [1.544, 2.172, 0.710], [0.913, -0.650, -3.531], [4.565, 2.612, 0.289], [3.615, -1.829, 0.315], [0.347, 0.840, -0.540], [2.308, -0.466, -0.937], [4.033, 0.393, 0.463], [3.812, 1.707, 0.120], [0.838, -1.461, -2.679], [-0.737, 1.868, 1.321], [-1.709, 3.028, 3.186], [3.330, -0.711, -0.004], [1.721, 0.784, -1.155], [-0.613, 2.757, 2.402], [-1.969, 1.257, 1.030], [1.821, -1.706, -1.564], [0.379, 1.618, 0.488], [2.404, 1.944, -0.432], [-3.062, 1.534, 1.810], [-2.927, 2.418, 2.885], [-2.055, 0.580, 0.190], [1.404, -2.379, -0.821], [0.337, 3.228, 2.617], [2.680, -2.211, -2.014], [4.888, 0.175, 0.964], [1.562, 1.008, -2.204], [-1.640, 3.707, 4.023], [-4.025, 1.089, 1.605]], "forces_ev_per_a": [[-0.13, 0.00, -0.02], [-0.10, -0.51, 0.61], [-0.17, 0.13, 0.09], [0.29, 0.12, -0.14], [0.19, -0.17, -0.09], [0.19, 0.22, -0.42], [0.01, 0.00, 0.00], [0.02, 0.00, -0.01], [0.23, 0.56, 0.01], [0.00, 0.03, -0.10], [-0.09, 0.18, -0.01], [-0.01, -0.03, 0.03], [0.04, -0.02, -0.07], [0.00, -0.06, -0.14], [0.14, -0.10, 0.10], [-0.14, 0.08, -0.08], [0.19, -0.03, 0.07], [-0.41, -0.51, -0.09], [0.09, -0.01, -0.07], [0.07, 0.00, -0.02], [0.04, -0.02, 0.03], [0.03, -0.01, -0.03], [-0.02, 0.05, 0.07], [-0.06, -0.03, 0.01], [-0.03, 0.07, 0.04], [0.03, 0.05, 0.14], [-0.13, 0.00, -0.01], [0.01, -0.03, -0.04], [-0.07, 0.02, 0.06], [0.00, 0.02, -0.01], [-0.02, 0.06, 0.07], [0.00, 0.01, -0.01], [-0.06, -0.11, 0.00], [-0.02, 0.00, 0.04], [-0.09, 0.03, -0.03], [0.00, 0.00, 0.00], [0.01, 0.01, 0.01]]}

=====

{"formula": "C13H8F3N3O", "method": "ωB97M-V with the def2-TZVPD basis set", "smiles": "FC(F)(F)c1ccc(Nc2noc3cnccc23)cc1", "homo_ev": -8.8, "total_charge": 0, "lumo_ev": -0.18, "spin_multiplicity": 1, "symbols": ["F", "F", "F", "O", "N", "N", "N", "C", "C", "C", "C", "C", "C", "C", "C", "C", "C", "C", "C", "C", "H", "H", "H", "H", "H", "H", "H", "H"], "xyz": [[4.804, 0.831, 3.049], [5.017, 2.564, 1.692], [3.880, 2.800, 3.556], [-2.240, -2.683, 0.362], [-3.914, -2.603, -2.962], [-1.350, -1.615, 0.760], [-0.583, 0.403, -0.364], [-2.768, -2.417, -0.866], [1.490, 1.572, -0.200], [-1.376, -0.753, -0.234], [2.871, 1.575, 1.816], [-2.210, -1.231, -1.288], [2.660, 1.953, 0.501], [0.508, 0.814, 0.424], [1.825, 0.828, 2.459], [-3.384, -1.412, -3.325], [-3.626, -3.131, -1.754], [-2.569, -0.665, -2.513], [0.683, 0.438, 1.783], [4.161, 1.928, 2.526], [1.940, 0.553, 3.494], [-4.053, -4.081, -1.440], [3.347, 2.524, -0.088], [-2.179, 0.257, -2.863], [-3.590, -1.100, -4.339], [-0.076, -0.044, 2.366], [1.331, 1.923, -1.219], [-0.599, 0.772, -1.333]], "forces_ev_per_a": [[-0.63, 1.30, -0.41], [-0.23, -0.47, 0.65], [0.64, -0.92, -0.59], [-0.21, -0.11, 0.22], [0.46, -0.58, 1.29], [-0.73, 0.15, -1.12], [-0.99, -0.51, -0.56], [0.85, 0.38, -0.22], [0.42, 0.35, 0.88], [1.35, -0.18, 0.78], [-0.96, -0.92, 0.03], [-0.92, 1.15, -1.02], [-1.12, -0.45, -0.62], [0.21, -0.67, 0.23], [1.22, 0.73, -0.83], [-0.18, -0.69, 0.19], [0.34, 1.04, 0.08], [0.11, -0.94, 0.20], [0.28, 0.84, -0.38], [-0.51, 0.24, 0.26], [0.02, -0.05, 0.17], [-0.06, 0.16, -0.38], [0.58, 0.24, 0.19], [0.30, 0.76, -0.21], [-0.23, 0.11, 0.02], [-0.32, -0.41, -0.24], [0.19, -0.18, 0.17], [0.11, -0.36, 1.23]]}

=====

{"formula": "C13H8FN2O4PdS2", "method": "ωB97M-V with the def2-TZVPD basis set", "homo_ev": [-5.4, -5.6], "total_charge": -1, "lumo_ev": [2.50, 2.05], "spin_multiplicity": 3, "symbols": ["Pd", "S", "S", "F", "O", "O", "O", "O", "N", "N", "C", "C", "C", "C", "C", "C", "C", "C", "C", "C", "C", "C", "C", "H", "H", "H", "H", "H", "H", "H", "H"], "xyz": [[-0.151, 1.484, -0.163], [0.691, -0.774, -0.072], [-3.331, -1.419, -0.491], [-0.424, 1.332, 1.845], [-4.219, -0.741, 0.408], [-3.812, -1.763, -1.800], [0.592, 4.537, -2.964], [-0.436, 2.906, -1.810], [1.711, 2.632, -0.211], [-1.888, -0.619, -0.607], [-1.118, -4.832, 1.401], [1.763, 3.545, -1.178], [0.528, 3.686, -2.085], [-0.904, -1.340, -0.122], [3.962, 4.172, -0.501], [-0.506, -3.663, 0.972], [2.887, 4.340, -1.354], [3.890, 3.219, 0.507], [-2.660, -2.870, 0.277], [2.737, 2.464, 0.619], [-1.299, -2.682, 0.402], [-2.493, -5.011, 1.268], [-3.289, -4.022, 0.700], [-4.358, -4.148, 0.597], [0.559, -3.502, 1.081], [2.876, 5.065, -2.156], [2.606, 1.710, 1.386], [-2.951, -5.929, 1.615], [4.709, 3.062, 1.196], [-0.522, -5.615, 1.852], [4.853, 4.777, -0.616]], "forces_ev_per_a": [[-0.18, 0.26, -0.12], [0.08, -0.21, 0.02], [0.07, 0.08, -0.02], [0.05, -0.03, 0.02], [-0.02, -0.03, 0.00], [-0.05, 0.01, -0.03], [0.01, 0.02, -0.03], [-0.04, -0.10, -0.08], [-0.06, -0.06, 0.05], [0.30, -0.15, 0.34], [-0.02, -0.01, 0.00], [0.05, 0.05, -0.07], [0.05, -0.01, 0.10], [-0.27, 0.19, -0.20], [0.01, 0.00, 0.01], [0.00, 0.02, -0.01], [-0.01, -0.02, 0.02], [-0.03, 0.01, -0.03], [0.03, -0.03, 0.02], [0.04, 0.00, 0.06], [0.02, 0.01, -0.04], [-0.01, 0.00, 0.00], [0.02, 0.01, 0.00], [0.00, 0.01, -0.01], [0.00, -0.01, 0.00], [-0.01, 0.00, 0.00], [-0.02, 0.01, 0.00], [0.01, -0.01, 0.00], [0.00, -0.01, 0.01], [0.00, 0.00, 0.00], [0.00, 0.00, 0.00]]}

=====

Which largest force on an atom belongs to each record? In order, 4.03 0.36 4.38 0.80 1.79 0.48 eV/A.